{
  "formula": "C39H95N5O9",
  "method": "ωB97M-V/def2-TZVPD",
  "e_homo_ev": -8.2463,
  "homo_lumo_gap_ev": 8.3,
  "e_above_lowest_kcal_mol": 12.9,
  "charge": 0,
  "smiles": "CC1(C)CCCC(C)(C)N1O.CC1(C)CCCC(C)(C)N1O.CC1(C)CCCC(C)(C)N1O.COC[C@H](C)N.COC[C@H](C)N.CO.CO.CO.CO",
  "species": ["C", "C", "C", "C", "C", "C", "C", "C", "C", "N", "O", "H", "H", "H", "H", "H", "H", "H", "H", "H", "H", "H", "H", "H", "H", "H", "H", "H", "H", "H", "C", "C", "C", "C", "C", "C", "C", "C", "C", "N", "O", "H", "H", "H", "H", "H", "H", "H", "H", "H", "H", "H", "H", "H", "H", "H", "H", "H", "H", "H", "C", "C", "C", "C", "C", "C", "C", "C", "C", "N", "O", "H", "H", "H", "H", "H", "H", "H", "H", "H", "H", "H", "H", "H", "H", "H", "H", "H", "H", "H", "C", "O", "C", "C", "C", "N", "H", "H", "H", "H", "H", "H", "H", "H", "H", "H", "H", "C", "O", "C", "C", "C", "N", "H", "H", "H", "H", "H", "H", "H", "H", "H", "H", "H", "C", "O", "H", "H", "H", "H", "C", "O", "H", "H", "H", "H", "C", "O", "H", "H", "H", "H", "C", "O", "H", "H", "H", "H"],
  "coordinates": [[-6.59, -0.39, -1.67], [-5.20, 0.07, -1.06], [-4.06, -1.04, -1.08], [-4.59, 1.20, -1.94], [-5.20, 2.61, -1.78], [-5.38, 2.92, -0.32], [-5.97, 1.83, 0.59], [-5.80, 2.30, 2.09], [-7.55, 1.78, 0.53], [-5.36, 0.56, 0.30], [-5.86, -0.46, 1.10], [-7.12, -1.15, -1.10], [-7.33, 0.40, -1.85], [-6.40, -0.83, -2.65], [-3.79, -1.33, -2.09], [-3.12, -0.69, -0.68], [-4.24, -1.98, -0.56], [-3.54, 1.30, -1.67], [-4.64, 0.82, -2.95], [-4.62, 3.40, -2.25], [-6.19, 2.58, -2.24], [-5.91, 3.86, -0.13], [-4.46, 3.16, 0.21], [-5.98, 1.51, 2.81], [-6.30, 3.23, 2.35], [-4.79, 2.64, 2.32], [-7.93, 1.52, 1.52], [-7.99, 1.13, -0.22], [-7.96, 2.77, 0.35], [-5.08, -0.60, 1.64], [4.39, -5.65, -3.10], [3.63, -6.97, -3.31], [3.41, -7.24, -4.76], [4.56, -8.09, -2.85], [4.54, -8.36, -1.38], [3.12, -8.61, -0.85], [2.12, -7.43, -1.21], [0.64, -7.92, -0.82], [2.46, -6.09, -0.49], [2.25, -7.14, -2.66], [1.30, -6.19, -3.13], [3.82, -4.82, -3.52], [4.56, -5.46, -2.04], [5.36, -5.61, -3.60], [4.31, -7.52, -5.32], [2.80, -8.12, -4.95], [2.83, -6.44, -5.21], [4.27, -9.07, -3.22], [5.54, -7.92, -3.28], [5.27, -9.17, -1.27], [5.04, -7.66, -0.72], [3.13, -8.81, 0.22], [2.90, -9.60, -1.26], [0.47, -8.68, -1.58], [-0.06, -7.09, -0.93], [0.49, -8.35, 0.17], [1.83, -5.25, -0.79], [3.50, -5.79, -0.41], [2.11, -6.16, 0.54], [0.82, -6.67, -3.81], [1.85, 1.33, -5.88], [2.82, 2.55, -6.09], [4.28, 1.96, -6.21], [2.33, 3.05, -7.48], [2.84, 4.31, -7.98], [2.71, 5.44, -6.97], [3.12, 5.05, -5.47], [4.70, 5.04, -5.32], [2.43, 6.19, -4.64], [2.51, 3.70, -5.17], [2.70, 3.38, -3.91], [1.92, 0.61, -6.69], [2.06, 0.76, -4.98], [0.84, 1.67, -5.66], [4.82, 2.28, -5.32], [4.28, 0.87, -6.25], [4.81, 2.19, -7.14], [2.58, 2.39, -8.31], [1.24, 3.00, -7.50], [3.91, 4.18, -8.16], [2.31, 4.71, -8.84], [1.65, 5.61, -7.15], [3.30, 6.26, -7.39], [5.11, 5.95, -4.89], [5.19, 4.83, -6.27], [5.10, 4.27, -4.65], [1.39, 5.87, -4.68], [2.57, 7.12, -5.18], [2.74, 6.34, -3.60], [1.82, 3.47, -3.54], [-6.80, -6.88, 5.76], [-5.98, -5.79, 6.05], [-5.19, -5.18, 4.97], [-4.25, -4.04, 5.59], [-5.07, -2.95, 6.28], [-3.40, -3.41, 4.56], [-6.31, -7.73, 5.30], [-7.73, -6.57, 5.27], [-7.04, -7.21, 6.77], [-4.51, -5.97, 4.65], [-5.83, -4.87, 4.14], [-3.55, -4.46, 6.31], [-5.61, -3.40, 7.11], [-5.75, -2.49, 5.56], [-4.38, -2.18, 6.62], [-2.80, -2.74, 5.04], [-2.72, -4.04, 4.17], [-0.64, 5.74, 6.55], [-0.26, 6.80, 5.65], [-0.72, 6.70, 4.33], [-0.37, 7.98, 3.44], [-0.56, 7.93, 1.91], [0.99, 8.37, 3.61], [-0.43, 4.79, 6.05], [-1.71, 5.75, 6.75], [-0.07, 5.77, 7.48], [-0.35, 5.79, 3.86], [-1.81, 6.62, 4.30], [-0.93, 8.83, 3.82], [-0.07, 8.73, 1.36], [-1.59, 7.92, 1.57], [-0.17, 7.00, 1.49], [1.64, 7.84, 3.04], [1.32, 8.08, 4.53], [6.54, 1.01, 5.24], [7.76, 0.38, 5.61], [5.95, 1.36, 6.10], [6.72, 1.88, 4.62], [5.86, 0.38, 4.67], [8.35, 0.23, 4.86], [1.63, -2.32, 6.59], [0.73, -1.21, 6.53], [1.37, -3.07, 5.86], [2.69, -2.06, 6.55], [1.47, -2.82, 7.55], [0.28, -1.25, 7.38], [5.29, 5.24, 1.17], [4.32, 5.47, 2.14], [6.04, 5.89, 1.63], [5.55, 4.19, 1.06], [5.07, 5.61, 0.17], [3.70, 4.74, 2.23], [-0.01, 0.97, 1.91], [0.99, 1.50, 2.83], [0.03, -0.12, 2.01], [-1.01, 1.35, 2.12], [0.06, 1.22, 0.85], [0.89, 1.06, 3.68]]
}